Record 1
A structure of composition C26H30MoN6O5S, computed with ωB97M-V with the def2-TZVPD basis set.

* energy above the lowest of the compared OMol25 structures with the same formula, charge and spin: 48.6 kJ/mol
* HOMO (alpha / beta): -14.03 / -14.23 eV
* 2S+1: 3
* charge: +2
* ⟨S²⟩: 2.020
* strongest force on any atom: 2.45 eV Å⁻¹

Element x y z (Å)
Mo  -0.4987  -1.0064  0.3047
C  3.0591  5.7298  3.5515
C  2.7286  4.4056  2.9378
C  3.7384  3.5760  2.4433
C  3.4406  2.3518  1.8763
C  2.1083  1.9616  1.8251
C  1.0722  2.7617  2.2996
C  1.3979  3.9803  2.8587
S  1.7031  0.4649  1.0429
O  2.8239  -0.0575  0.3264
O  1.0208  -0.5177  1.9181
N  0.4096  0.6191  -0.0116
C  0.0980  1.3612  -1.1522
C  0.6448  2.5489  -1.5628
C  0.1492  3.1754  -2.7229
C  -0.8742  2.6259  -3.4446
C  -1.4563  1.3988  -3.0441
C  -2.5133  0.7638  -3.7283
C  -3.0365  -0.4021  -3.2217
C  -2.5076  -0.9549  -2.0584
N  -1.4774  -0.4217  -1.4071
C  -0.9607  0.7661  -1.8901
H  4.0493  6.0711  3.2582
H  3.0439  5.6429  4.6402
H  2.3228  6.4834  3.2762
H  4.7702  3.8976  2.4921
H  4.2115  1.7051  1.4800
H  0.0432  2.4276  2.2138
H  0.6109  4.6231  3.2312
H  1.4406  3.0064  -0.9887
H  0.5823  4.1137  -3.0402
H  -1.2646  3.1274  -4.3202
H  -2.9075  1.2014  -4.6364
H  -3.8529  -0.9061  -3.7182
H  -2.9164  -1.8667  -1.6394
C  2.1009  -5.4947  -1.0775
N  1.2644  -4.3868  -0.6263
C  0.5299  -4.5977  0.6240
C  1.2643  -3.1730  -1.1673
O  0.7078  -2.2050  -0.4955
N  1.8129  -2.9049  -2.3610
C  1.8563  -3.8658  -3.4637
C  2.0197  -1.5142  -2.7604
H  2.5761  -5.9466  -0.2087
H  2.8834  -5.1494  -1.7425
H  1.5013  -6.2571  -1.5756
H  0.5803  -5.6507  0.8816
H  -0.5137  -4.3191  0.5149
H  0.9704  -4.0175  1.4373
H  1.2001  -4.7111  -3.2764
H  2.8702  -4.2178  -3.6525
H  1.5005  -3.3626  -4.3619
H  2.3610  -0.9285  -1.9195
H  1.1036  -1.0755  -3.1701
H  2.7941  -1.4970  -3.5237
C  -4.6401  1.7579  2.9676
N  -3.9211  0.5715  2.4960
C  -4.4513  -0.6607  2.6738
C  -3.8722  -1.7976  2.1975
C  -2.6670  -1.6268  1.4939
O  -1.9685  -2.5054  0.8693
N  -2.1050  -0.3968  1.3856
C  -2.6804  0.7494  1.8781
O  -2.1454  1.8342  1.7697
H  -4.6361  1.8007  4.0559
H  -5.6693  1.7268  2.6163
H  -4.1467  2.6394  2.5749
H  -5.3860  -0.6970  3.2178
H  -4.2970  -2.7780  2.3391

Forces on atoms 1 to 2 (eV/Å):
Mo -0.283 -0.295 1.288
C -0.004 -0.006 0.080

---

Record 2
A structure of composition C18H27N3O6S, computed with ωB97M-V with the def2-TZVPD basis set.

* energy above the lowest of the compared OMol25 structures with the same formula, charge and spin: 2164.2 kJ/mol
* HOMO: -8.10 eV
* strongest force on any atom: 19.38 eV Å⁻¹

Element x y z (Å)
O  2.0143  -3.3176  -1.4103
C  0.9583  -3.3915  -0.9723
N  -0.0602  -3.8378  -1.5774
H  -1.0444  -3.7816  -1.0892
C  -0.2320  -4.1501  -3.0888
C  -0.5528  -5.6118  -2.8803
C  0.1550  -6.7179  -2.6841
C  -0.4697  -7.8272  -2.9518
C  -1.7288  -7.2938  -3.0344
O  -1.7928  -6.0529  -3.0474
H  -2.5766  -7.8187  -2.9461
H  -0.1344  -8.8030  -2.8310
H  1.2786  -6.7373  -2.8942
H  0.9479  -4.0842  -3.2067
H  -0.8167  -3.6018  -3.6068
C  0.7369  -2.7686  0.6692
C  1.6622  -1.7090  0.7950
C  1.3400  -0.3932  0.1553
N  0.2118  -0.1019  0.4547
S  -0.3154  1.4953  0.0745
O  0.0823  1.7473  -1.4927
O  -1.6531  1.7844  0.5152
N  0.8401  2.3703  0.9571
C  1.1372  3.6622  0.4806
C  0.3303  4.7863  0.3161
H  0.4435  5.6060  0.0193
H  -0.9998  4.4472  -0.1281
C  -0.0898  4.8417  1.9768
O  -1.3516  5.8827  2.2811
C  -0.7355  7.0568  2.3279
H  -0.6036  7.6445  1.3389
C  0.8185  6.8692  2.5758
H  1.0708  7.0988  3.7081
O  0.7616  5.4358  2.6186
H  1.4378  7.2664  1.9556
H  -1.0384  7.5753  3.1540
C  -0.6062  3.5711  2.3775
C  0.3053  2.3976  2.4996
H  1.3316  2.7329  2.8636
H  0.1162  1.5531  2.7200
H  -0.9765  3.5357  3.6864
H  -1.6374  3.2943  2.3340
H  2.0291  4.0730  0.8382
H  1.2176  3.5449  -0.7758
C  -0.8238  -0.9005  0.2017
C  -0.6295  -2.4255  0.8665
H  -1.4703  -3.1145  0.7691
H  -0.6990  -2.1792  1.9570
H  -1.7470  -0.6112  0.4554
H  -0.9044  -1.1032  -0.7660
H  2.1520  0.3979  0.3018
H  1.5083  -0.5864  -1.0317
H  2.9045  -2.1502  0.3323
H  1.7672  -1.5711  1.9234
H  0.9632  -3.8110  1.1878

Forces on atoms 1 to 2 (eV/Å):
O 6.717 0.151 -2.914
C -2.229 2.663 5.942

---

Quick rundown of energy, same order as above: -2179.485363 -1715.226959 Ha